No. 1
Molecular formula: C21H22FeNO7
Method: DFT, ωB97M-V/def2-TZVPD

Output
Net charge: +1
Spin multiplicity: 5
Strongest force on any atom, eV/Å: 7.94
HOMO-LUMO gap (spin up / spin down), hartree: 0.1695 / 0.2167

```
52
Properties=species:S:1:pos:R:3:mulliken_spin:R:1
H -0.23 0.58 -0.05 0.043
C -1.06 -1.06 -1.65 0.450
H -0.96 -1.57 -0.69 0.054
C -2.28 -0.49 -2.00 -0.098
C -3.55 -0.87 -1.30 -0.034
O -4.67 -0.62 -1.74 -0.002
O -3.37 -1.59 -0.18 -0.002
C -4.61 -2.16 0.27 0.001
C -4.33 -3.01 1.49 0.000
C -2.43 0.19 -3.19 0.325
N -1.30 0.38 -3.96 0.175
C -0.05 -0.02 -3.57 0.153
C 0.09 -0.69 -2.37 -0.026
C 1.46 -1.12 -1.99 -0.031
O 2.44 -1.03 -2.70 0.016
O 1.50 -1.67 -0.76 0.006
C 2.83 -2.20 -0.44 0.002
C 2.74 -2.90 0.89 0.000
H -5.29 -1.34 0.50 0.000
H -5.02 -2.78 -0.54 0.000
H -5.28 -3.38 1.88 0.000
H -3.72 -3.89 1.24 0.000
H -3.83 -2.43 2.28 0.000
H -3.40 0.44 -3.62 0.015
H -1.42 0.75 -4.89 -0.013
H 0.78 0.10 -4.27 0.009
H 3.12 -2.90 -1.24 0.000
H 3.54 -1.35 -0.42 0.001
H 3.72 -3.31 1.14 0.000
H 2.43 -2.21 1.69 0.001
H 2.02 -3.74 0.84 0.000
O 4.94 0.59 1.40 0.055
C 3.89 1.10 1.51 0.017
Fe 2.49 2.17 1.28 2.000
C 3.46 3.63 1.00 -0.070
O 4.11 4.50 0.56 0.036
C 2.42 1.85 -0.46 -0.013
O 2.62 1.77 -1.61 0.016
C -0.22 3.46 1.24 0.027
C -0.81 2.36 0.76 0.336
C -0.33 0.97 0.94 0.016
C 1.07 0.78 1.51 -0.121
C 1.33 1.28 2.83 0.177
C 1.39 2.64 3.03 -0.043
C 1.06 3.53 1.96 0.462
H -0.62 4.44 0.91 0.018
H -1.74 2.50 0.16 0.020
H -1.09 0.32 1.44 0.014
H 1.41 -0.24 1.27 -0.013
H 1.67 0.59 3.60 0.012
H 1.69 3.07 3.98 0.012
H 1.38 4.58 2.03 0.000
```

No. 2
Molecular formula: C21H22N2O5
Method: DFT, ωB97M-V/def2-TZVPD

Output
SMILES string: CCOc1ccc(C(=O)C2CCN(C(=O)c3ccc([N+](=O)[O-])cc3)CC2)cc1
Strongest force on any atom, eV/Å: 1.32
HOMO-LUMO gap, hartree: 0.3031

```
50
Properties=species:S:1:pos:R:3:nbo_charge:R:1
C -4.67 -2.55 3.11 -0.638
C -3.44 -3.45 2.98 -0.064
O -2.36 -3.00 3.77 -0.483
C -1.60 -1.96 3.37 0.329
C -1.72 -1.28 2.16 -0.280
C -0.86 -0.24 1.86 -0.158
C 0.13 0.16 2.74 -0.219
C 1.09 1.26 2.49 0.599
O 1.76 1.74 3.38 -0.550
C 1.24 1.73 1.05 -0.313
C 1.93 0.61 0.24 -0.409
C 2.60 1.21 -1.01 -0.220
N 1.91 2.41 -1.41 -0.425
C 0.94 2.45 -2.34 0.656
O 0.25 3.43 -2.56 -0.606
C 0.73 1.18 -3.13 -0.098
C -0.26 0.29 -2.74 -0.150
C -0.51 -0.84 -3.49 -0.214
C 0.23 -1.07 -4.65 0.074
N -0.03 -2.25 -5.43 0.516
O 0.62 -2.41 -6.44 -0.373
O -0.88 -3.02 -5.03 -0.377
C 1.20 -0.17 -5.06 -0.195
C 1.45 0.96 -4.30 -0.194
C 2.06 3.52 -0.49 -0.227
C 2.09 3.00 0.96 -0.403
C 0.23 -0.51 3.97 -0.122
C -0.61 -1.55 4.28 -0.263
H -4.97 -2.49 4.15 0.218
H -5.49 -2.96 2.53 0.218
H -4.46 -1.54 2.76 0.212
H -3.14 -3.55 1.93 0.172
H -3.67 -4.44 3.37 0.198
H -2.48 -1.55 1.44 0.212
H -1.00 0.27 0.92 0.206
H 0.26 1.94 0.63 0.214
H 2.68 0.12 0.86 0.219
H 1.19 -0.15 -0.05 0.215
H 2.62 0.49 -1.83 0.228
H 3.64 1.49 -0.78 0.203
H -0.83 0.48 -1.85 0.212
H -1.27 -1.56 -3.20 0.250
H 1.75 -0.37 -5.97 0.252
H 2.20 1.67 -4.61 0.229
H 1.22 4.19 -0.65 0.241
H 2.98 4.06 -0.72 0.199
H 3.10 2.78 1.28 0.210
H 1.69 3.76 1.63 0.234
H 1.00 -0.20 4.66 0.237
H -0.53 -2.08 5.21 0.228
```

No. 3
Molecular formula: C21H22N2O6
Method: DFT, ωB97M-V/def2-TZVPD

Output
SMILES string: CCOC(=O)c1ccc(N2CCOCC2)c(NC(=O)c2ccc3c(c2)OCO3)c1
Strongest force on any atom, eV/Å: 1.28
HOMO-LUMO gap, hartree: 0.3241

```
51
Properties=species:S:1:pos:R:3:nbo_charge:R:1
C 7.10 2.14 0.75 -0.634
C 6.67 1.64 -0.62 -0.073
O 5.52 0.80 -0.52 -0.514
C 4.33 1.41 -0.45 0.787
O 4.19 2.61 -0.48 -0.596
C 3.21 0.45 -0.33 -0.172
C 3.42 -0.93 -0.38 -0.162
C 2.35 -1.79 -0.26 -0.256
C 1.05 -1.31 -0.10 0.141
N -0.08 -2.14 0.02 -0.475
C -0.71 -2.19 1.33 -0.251
C -2.12 -2.76 1.17 -0.073
O -2.09 -4.04 0.59 -0.520
C -1.44 -4.01 -0.66 -0.069
C -0.01 -3.48 -0.54 -0.247
C 0.84 0.08 -0.10 0.196
N -0.49 0.51 -0.07 -0.640
C -0.98 1.74 0.27 0.672
O -0.30 2.66 0.65 -0.597
C -2.47 1.82 0.17 -0.150
C -3.11 2.75 0.99 -0.159
C -4.49 2.92 0.99 -0.257
C -5.21 2.12 0.14 0.236
C -4.58 1.19 -0.70 0.298
C -3.22 1.02 -0.70 -0.283
O -5.53 0.55 -1.45 -0.490
C -6.77 1.09 -1.06 0.235
O -6.56 2.07 -0.06 -0.471
C 1.91 0.95 -0.20 -0.189
H 7.29 1.30 1.42 0.208
H 8.01 2.73 0.65 0.215
H 6.33 2.77 1.18 0.225
H 6.43 2.49 -1.27 0.199
H 7.44 1.02 -1.07 0.186
H 4.42 -1.31 -0.49 0.230
H 2.53 -2.86 -0.28 0.218
H -0.74 -1.19 1.77 0.222
H -0.13 -2.85 2.01 0.185
H -2.60 -2.87 2.14 0.200
H -2.72 -2.07 0.55 0.161
H -1.44 -5.03 -1.03 0.197
H -2.00 -3.36 -1.36 0.164
H 0.46 -3.44 -1.52 0.217
H 0.57 -4.17 0.11 0.178
H -1.14 -0.23 -0.28 0.415
H -2.49 3.36 1.63 0.241
H -4.97 3.64 1.63 0.233
H -2.77 0.33 -1.40 0.226
H -7.25 1.56 -1.93 0.160
H -7.42 0.30 -0.67 0.160
H 1.76 2.02 -0.19 0.270
```

No. 4
Molecular formula: C21H22N4O6
Method: DFT, ωB97M-V/def2-TZVPD

Output
SMILES string: CCNc1ccc(C(=O)OCC(=O)N2c3ccccc3NC(=O)C2(C)C)cc1[N+](=O)[O-]
Strongest force on any atom, eV/Å: 1.23
HOMO-LUMO gap, hartree: 0.2902

```
53
Properties=species:S:1:pos:R:3:nbo_charge:R:1
C -5.84 -2.76 -0.46 -0.616
C -5.97 -1.89 0.79 -0.215
N -5.49 -0.55 0.56 -0.563
C -4.21 -0.15 0.59 0.247
C -3.16 -1.03 0.95 -0.307
C -1.86 -0.62 1.01 -0.098
C -1.51 0.71 0.70 -0.182
C -0.09 1.09 0.75 0.782
O 0.78 0.39 1.24 -0.620
O 0.15 2.28 0.20 -0.493
C 1.52 2.67 0.07 -0.171
C 2.04 1.87 -1.14 0.676
O 1.75 2.21 -2.26 -0.564
N 2.69 0.71 -0.83 -0.473
C 3.55 0.63 0.27 0.122
C 4.36 1.70 0.64 -0.220
C 5.20 1.59 1.73 -0.226
C 5.25 0.41 2.46 -0.200
C 4.48 -0.67 2.08 -0.253
C 3.63 -0.57 0.98 0.221
N 2.85 -1.63 0.57 -0.615
C 2.19 -1.67 -0.62 0.699
O 1.44 -2.58 -0.90 -0.600
C 2.54 -0.53 -1.60 0.045
C 1.41 -0.47 -2.63 -0.609
C 3.86 -0.89 -2.29 -0.613
C -2.50 1.59 0.33 -0.126
C -3.84 1.19 0.28 -0.025
N -4.78 2.18 -0.10 0.523
O -4.38 3.32 -0.29 -0.377
O -5.96 1.87 -0.23 -0.433
H -6.24 -3.75 -0.27 0.214
H -4.80 -2.85 -0.76 0.212
H -6.40 -2.32 -1.29 0.212
H -5.44 -2.34 1.63 0.195
H -7.03 -1.80 1.06 0.209
H -6.15 0.14 0.22 0.437
H -3.40 -2.06 1.18 0.222
H -1.08 -1.31 1.29 0.240
H 2.05 2.46 1.00 0.218
H 1.50 3.74 -0.16 0.219
H 4.32 2.61 0.06 0.219
H 5.82 2.43 2.01 0.218
H 5.91 0.33 3.31 0.218
H 4.52 -1.59 2.63 0.215
H 2.68 -2.39 1.21 0.413
H 0.48 -0.14 -2.16 0.216
H 1.65 0.22 -3.44 0.239
H 1.25 -1.47 -3.03 0.238
H 3.77 -1.84 -2.81 0.225
H 4.11 -0.11 -3.02 0.225
H 4.67 -0.96 -1.57 0.215
H -2.26 2.61 0.07 0.266
```

No. 5
Molecular formula: C21H23BF3N2O11
Method: DFT, ωB97M-V/def2-TZVPD

Output
Net charge: +1
Strongest force on any atom, eV/Å: 0.94
HOMO-LUMO gap, hartree: 0.2909

```
61
Properties=species:S:1:pos:R:3:nbo_charge:R:1
C 3.26 -1.14 1.38 -0.643
C 3.48 -1.20 -0.12 -0.068
O 2.31 -0.76 -0.86 -0.731
B 2.20 0.60 -0.94 1.172
O 3.06 1.34 -1.70 -0.877
C 1.03 1.26 -0.08 -0.380
C 1.21 2.40 0.71 0.094
N 0.19 2.88 1.43 -0.423
C -1.03 2.33 1.46 0.075
C -1.28 1.19 0.71 -0.054
C -2.55 0.44 0.73 0.014
C -2.54 -0.84 1.27 -0.265
C -3.74 -1.54 1.29 0.047
N -4.90 -1.11 0.82 -0.375
C -4.89 0.12 0.29 0.057
C -3.75 0.91 0.23 -0.275
C -0.23 0.67 -0.06 -0.044
H 2.36 -1.68 1.67 0.236
H 3.26 -0.13 1.78 0.191
H 4.10 -1.66 1.85 0.236
H 4.33 -0.57 -0.38 0.184
H 3.71 -2.22 -0.39 0.204
H 2.62 2.08 -2.12 0.505
H 2.17 2.88 0.76 0.244
H 0.36 3.70 2.00 0.447
H -1.80 2.76 2.08 0.258
H -1.64 -1.28 1.67 0.238
H -3.71 -2.53 1.72 0.211
H -5.82 0.48 -0.10 0.213
H -3.84 1.88 -0.25 0.238
H -0.42 -0.23 -0.63 0.260
C 4.19 -2.02 -3.89 -0.134
C 5.37 -1.08 -3.80 0.445
O 6.01 -1.26 -5.04 -0.491
C 5.05 -1.64 -5.95 0.964
O 5.18 -1.63 -7.12 -0.533
O 3.92 -2.00 -5.29 -0.485
F 6.23 -1.43 -2.80 -0.329
H 4.46 -3.03 -3.58 0.204
H 3.33 -1.68 -3.32 0.207
H 5.11 -0.03 -3.68 0.152
C -1.59 -4.96 5.13 -0.132
C -2.52 -5.06 3.95 0.446
O -2.09 -3.98 3.13 -0.505
C -0.77 -3.77 3.39 0.978
O -0.06 -3.10 2.72 -0.589
O -0.41 -4.40 4.52 -0.473
F -3.81 -4.86 4.29 -0.315
H -1.97 -4.26 5.88 0.209
H -1.37 -5.91 5.59 0.221
H -2.45 -5.99 3.38 0.163
C -2.58 5.98 -1.72 -0.130
C -2.49 5.04 -0.55 0.451
O -3.60 4.20 -0.70 -0.510
C -3.87 4.14 -2.05 0.966
O -4.56 3.32 -2.55 -0.527
O -3.22 5.14 -2.70 -0.473
F -2.59 5.70 0.64 -0.331
H -3.21 6.84 -1.49 0.219
H -1.62 6.33 -2.09 0.215
H -1.58 4.42 -0.53 0.126
```

No. 6
Molecular formula: C21H23BrF4N3O5PdS
Method: DFT, ωB97M-V/def2-TZVPD

Output
Net charge: +1
Spin multiplicity: 5
Strongest force on any atom, eV/Å: 1.01
HOMO-LUMO gap (spin up / spin down), hartree: 0.3342 / 0.2208

```
59
Properties=species:S:1:pos:R:3:mulliken_spin:R:1
Pd -0.58 -0.06 -0.12 1.399
C -1.21 -2.38 -2.00 -0.004
N -1.78 -1.75 -0.80 0.191
C -3.17 -1.32 -1.07 -0.003
C -1.76 -2.65 0.37 0.004
C -0.36 -2.88 0.91 -0.071
N 0.34 -1.61 1.11 0.652
C 1.44 -1.52 1.85 0.039
C 2.08 -0.25 1.97 0.138
F 1.61 0.80 1.30 0.024
C 3.19 -0.06 2.77 -0.094
F 3.73 1.15 2.84 -0.008
C 3.75 -1.11 3.47 0.239
C 3.18 -2.37 3.35 -0.079
F 3.71 -3.40 3.99 -0.008
C 2.08 -2.58 2.56 0.179
F 1.61 -3.83 2.46 0.017
H -1.79 -3.27 -2.28 0.004
H -0.18 -2.66 -1.82 0.001
H -1.23 -1.66 -2.82 0.002
H -3.79 -2.19 -1.29 0.006
H -3.17 -0.64 -1.92 0.004
H -3.55 -0.80 -0.20 -0.002
H -2.20 -3.62 0.11 0.008
H -2.38 -2.18 1.14 0.000
H 0.24 -3.49 0.23 0.036
H -0.44 -3.44 1.84 0.018
H 4.62 -0.96 4.10 0.012
Br 4.12 5.24 -1.79 0.012
C 2.41 4.47 -1.83 0.060
C 1.91 3.87 -0.68 -0.011
C 0.67 3.28 -0.70 0.016
C -0.06 3.26 -1.90 0.034
C 0.43 3.92 -3.04 0.047
C 1.67 4.52 -3.01 -0.025
C -1.33 2.50 -1.95 0.021
O -2.23 3.33 -2.40 0.836
O -1.55 1.35 -1.60 0.068
H 2.50 3.88 0.23 0.001
H 0.25 2.83 0.19 -0.007
H -0.16 3.93 -3.95 -0.004
H 2.07 5.01 -3.88 0.000
O -1.07 1.97 1.26 0.018
N -1.90 1.32 1.88 0.003
O -2.00 0.11 1.46 0.180
O 1.14 -0.29 -1.57 0.033
S 2.59 0.08 -1.82 0.009
C 3.37 -1.48 -2.36 0.000
C 3.48 -1.46 -3.90 0.001
C 2.47 -0.44 -4.41 0.000
C 2.61 0.76 -3.48 0.000
H 2.68 -2.24 -2.00 0.001
H 4.32 -1.59 -1.85 0.000
H 3.33 -2.45 -4.31 0.000
H 4.49 -1.14 -4.18 0.000
H 1.45 -0.84 -4.34 0.000
H 2.65 -0.17 -5.45 0.000
H 1.81 1.50 -3.52 0.001
H 3.57 1.26 -3.61 0.001
```

No. 7
Molecular formula: C21H23BrN7O6PPb
Method: DFT, ωB97M-V/def2-TZVPD

Output
Strongest force on any atom, eV/Å: 0.17
HOMO-LUMO gap, hartree: 0.3204

```
60
Properties=species:S:1:pos:R:3:nbo_charge:R:1
Pb -0.78 -0.02 1.53 1.468
Br -1.39 -1.20 5.07 0.123
C -1.49 -2.65 3.86 0.158
C -1.64 -3.94 4.34 -0.267
C -1.74 -4.96 3.41 -0.141
C -1.70 -4.66 2.06 -0.215
C -1.54 -3.34 1.68 0.106
N -1.43 -2.35 2.57 -0.525
C -1.52 -2.97 0.19 0.763
O -1.64 -3.87 -0.62 -0.642
O -1.37 -1.72 -0.05 -0.885
H -1.68 -4.12 5.40 0.240
H -1.85 -5.98 3.75 0.226
H -1.78 -5.41 1.29 0.256
O 3.07 0.02 3.71 -0.638
C 2.13 -0.17 2.96 0.747
O 0.92 0.24 3.09 -0.861
C 2.41 -0.96 1.67 0.106
C 3.68 -1.43 1.41 -0.216
C 3.91 -2.11 0.23 -0.156
C 2.85 -2.30 -0.65 -0.241
C 1.61 -1.80 -0.32 0.037
N 1.39 -1.13 0.82 -0.534
H 4.45 -1.25 2.14 0.256
H 4.89 -2.50 -0.01 0.222
H 2.98 -2.83 -1.59 0.227
H 0.75 -1.93 -0.96 0.228
N -1.61 0.00 -2.41 -0.645
N -3.01 0.01 -2.39 -0.409
C -3.76 0.48 -1.38 0.614
N -5.08 0.28 -1.48 -0.789
N -3.10 1.10 -0.40 -0.481
N -3.82 1.63 0.63 0.624
O -5.05 1.69 0.63 -0.463
O -3.14 2.06 1.56 -0.399
H -1.27 0.94 -2.24 0.361
H -1.30 -0.63 -1.67 0.401
H -3.45 -0.45 -3.16 0.386
H -5.46 -0.29 -2.22 0.399
H -5.67 0.69 -0.78 0.447
C 2.36 2.51 0.86 -0.937
P 0.86 2.18 -0.14 0.815
C -0.15 3.66 0.24 -0.938
C 1.47 2.50 -1.84 -0.358
C 1.87 3.77 -2.27 -0.144
C 2.35 3.95 -3.56 -0.226
C 2.42 2.87 -4.43 -0.203
C 2.03 1.61 -4.01 -0.197
C 1.55 1.43 -2.72 -0.207
H 2.79 3.49 0.63 0.226
H 3.11 1.74 0.67 0.241
H 2.10 2.47 1.92 0.258
H 0.41 4.60 0.16 0.221
H -0.52 3.57 1.26 0.250
H -1.01 3.69 -0.43 0.244
H 1.82 4.61 -1.60 0.202
H 2.66 4.93 -3.88 0.216
H 2.79 3.02 -5.44 0.216
H 2.08 0.77 -4.69 0.216
H 1.24 0.45 -2.40 0.219
```

No. 8
Molecular formula: C21H23Cl2EuN7O4S
Method: DFT, ωB97M-V/def2-TZVPD

Output
Spin multiplicity: 8
Strongest force on any atom, eV/Å: 2.01
HOMO-LUMO gap (spin up / spin down), hartree: 0.2318 / 0.3094

```
59
Properties=species:S:1:pos:R:3:mulliken_spin:R:1
Eu -0.59 -0.04 1.21 6.965
N 0.67 -3.42 -0.29 0.003
C 1.08 -2.54 -1.22 -0.004
N 1.72 -3.06 -2.29 0.000
C 2.17 -2.16 -3.14 0.000
N 2.95 -2.62 -4.16 0.000
N 1.93 -0.83 -3.06 0.000
C 1.28 -0.46 -1.96 0.016
N 0.81 -1.24 -1.02 0.012
C 1.00 1.01 -1.86 -0.011
C 1.28 1.91 -2.90 0.000
C 0.86 3.23 -2.77 0.001
C 0.29 3.67 -1.59 0.002
C 0.03 2.73 -0.63 0.008
N 0.35 1.42 -0.78 -0.004
H 1.09 -4.33 -0.36 0.000
H 0.51 -3.07 0.64 -0.001
H 3.18 -3.62 -4.19 0.000
H 3.47 -1.98 -4.73 0.000
H 1.72 1.54 -3.81 0.000
H 1.03 3.95 -3.57 0.000
H -0.03 4.72 -1.43 0.000
H -0.48 3.02 0.31 -0.014
Cl -2.89 -3.44 0.29 0.001
C -2.88 -3.42 2.06 0.002
Cl -3.42 -1.88 2.83 0.002
H -1.85 -3.60 2.40 -0.001
H -3.57 -4.16 2.40 0.000
N -1.33 2.85 2.08 0.000
C -1.10 1.87 2.65 0.008
O -2.77 0.21 0.43 0.010
S -4.21 0.61 0.57 0.001
C -4.41 1.56 2.07 0.000
C -4.52 3.09 1.73 0.000
C -3.87 3.24 0.37 -0.003
C -4.36 2.07 -0.45 0.000
H -3.56 1.37 2.69 0.000
H -5.30 1.06 2.49 0.000
H -4.03 3.69 2.48 0.000
H -5.58 3.39 1.68 0.000
H -2.80 3.22 0.44 0.002
H -4.25 4.16 -0.09 0.000
H -3.73 1.87 -1.36 0.000
H -5.40 2.16 -0.69 0.000
O 1.78 0.38 1.82 0.006
C 2.79 -0.36 1.26 -0.003
C 3.79 0.27 0.60 -0.004
C 4.80 -0.50 0.07 0.000
C 4.81 -1.87 0.19 0.000
C 3.79 -2.50 0.91 0.002
C 2.76 -1.73 1.45 0.002
C 1.72 -2.48 2.31 -0.004
O 2.06 -3.47 2.92 0.000
O 0.49 -2.07 2.22 0.002
H 2.01 1.29 2.01 0.002
H 3.71 1.31 0.37 0.000
H 5.55 0.01 -0.50 0.000
H 5.64 -2.44 -0.19 0.000
H 3.81 -3.56 1.12 0.000
```